The following is a DFT calculation (ωB97M-V/def2-TZVPD) of a cluster of 2 separate species, C5H10O2 in total at a distorted geometry.

The maximum force is 0.0797 Eh/bohr. The calculated total energy comes out at -9438.7745 eV. The total charge is -1. The calculation puts the highest occupied orbital energy (alpha / beta) at -0.406 / -2.215 eV. Its spin multiplicity is 2.

Geometry as XYZ:
```
17
Properties=species:S:1:pos:R:3:lowdin_charge:R:1
C 1.615 -2.182 -0.671 -0.19
C -2.023 0.150 2.065 -0.08
C -0.773 0.215 1.379 -0.45
O 0.051 1.338 1.520 -0.05
C -0.378 -0.988 0.576 -0.20
C 0.590 -1.087 -0.426 -0.27
H 1.627 -3.098 0.025 0.08
H 2.595 -1.919 -0.758 -0.01
H 1.397 -2.528 -1.712 0.05
H -2.538 0.817 2.756 -0.02
H -2.803 -0.580 1.793 0.00
H 0.434 1.325 0.615 0.07
H -1.024 -1.757 0.910 0.04
H 0.588 -0.238 -1.150 0.04
H 1.134 2.566 -2.788 0.03
H -0.107 1.611 -2.700 0.05
O 0.513 2.057 -3.336 -0.10
```